Density functional theory data (ωB97M-V/def2-TZVPD) for one molecule with the formula C4H6S in a non-equilibrium geometry.

Geometry as ORCA input:
```
! RIJCOSX wB97M-V def2-TZVPD def2/J DEFGRID3
* xyz 0 3
C -0.003 0.435 -0.320
C -1.294 0.057 -0.087
C 1.349 -0.338 -0.153
C -2.598 -0.097 -0.083
S 3.248 0.024 -0.035
H 0.013 1.484 -0.087
H 1.304 -0.933 0.777
H 1.363 -1.076 -0.985
H 3.003 0.685 1.064
H -3.268 -0.174 -0.952
H -3.117 -0.068 0.863
*
```

Values from the calculation:
HOMO-LUMO gap (alpha / beta): 4.67 / 4.61 eV
LUMO energy (alpha / beta): 0.5 / -3.8 eV
ΔE to the lowest compared entry with this formula, charge and spin: 303.8 kJ/mol


Density functional theory data (ωB97M-V/def2-TZVPD) for a 2-piece molecular cluster, C6H15S2 overall in a non-equilibrium geometry.

Geometry as ORCA input:
```
! RIJCOSX wB97M-V def2-TZVPD def2/J DEFGRID3
* xyz -1 1
C -1.504 -0.449 2.160
C 0.004 -0.571 2.062
C 0.728 0.757 2.297
S 0.375 2.043 1.022
H -1.789 -0.162 3.179
H -2.041 -1.361 1.890
H -1.817 0.359 1.496
H 0.351 -1.374 2.728
H 0.277 -0.855 1.039
H 1.810 0.596 2.311
H 0.465 1.152 3.286
C 1.998 -0.951 -2.073
C 0.872 0.090 -1.949
S -0.717 -0.754 -2.052
C -1.801 0.721 -1.860
H 2.929 -0.457 -1.784
H 2.096 -1.291 -3.106
H 1.842 -1.810 -1.421
H 0.990 0.824 -2.751
H 0.948 0.611 -0.974
H -1.578 1.168 -0.891
H -1.626 1.403 -2.689
H -2.811 0.313 -1.920
*
```

Values from the calculation:
HOMO-LUMO gap: 5.83 eV
LUMO energy: 3.3 eV
ΔE to the lowest compared entry with this formula, charge and spin: 0.0 kJ/mol


Density functional theory data (ωB97M-V/def2-TZVPD) for a 2-piece molecular cluster, C38H57NO8 overall in a non-equilibrium geometry.

Geometry as ORCA input:
```
! RIJCOSX wB97M-V def2-TZVPD def2/J DEFGRID3
* xyz 0 1
C 5.954 1.870 0.482
C 6.363 0.980 1.825
C 5.873 -0.584 1.757
C 6.710 -1.367 0.574
C 5.842 -2.577 -0.159
C 5.384 -2.136 -1.671
C 3.734 -2.053 -1.831
C 3.076 -1.203 -0.593
C 1.612 -0.536 -0.904
C 0.758 -1.253 -2.105
C 0.427 -2.841 -1.876
C -1.027 -3.113 -1.096
O -1.063 -2.632 0.178
O -2.108 -3.865 -1.743
C -3.048 -3.014 -2.478
C -3.251 -1.502 -1.882
C -4.662 -0.924 -2.498
C -4.785 0.714 -2.434
C -3.507 1.508 -3.096
C -3.879 3.075 -3.433
C -3.493 4.088 -2.192
C -3.912 3.538 -0.705
C -3.761 4.788 0.386
C -2.647 4.461 1.577
C -2.675 -3.046 -4.107
C -1.523 -1.975 -4.548
O -1.740 -1.713 -6.011
C -1.098 -0.443 -6.406
O -0.256 -0.301 -7.461
O -4.403 -3.657 -2.416
C -4.590 -4.349 -1.152
O -4.393 -5.700 -0.960
C -5.172 -3.576 0.214
C -6.776 -3.117 0.101
C -7.578 -2.467 1.383
C -6.738 -2.237 2.791
C -5.116 -2.609 2.852
C -4.296 -3.304 1.571
H 6.720 1.692 -0.415
H 4.855 1.637 0.147
H 6.034 3.030 0.744
H 5.864 1.519 2.740
H 7.544 1.036 1.971
H 4.693 -0.710 1.635
H 6.131 -1.067 2.811
H 7.190 -0.637 -0.224
H 7.627 -1.910 1.101
H 4.972 -2.963 0.529
H 6.585 -3.503 -0.283
H 5.814 -2.913 -2.461
H 5.794 -1.064 -1.931
H 3.329 -3.176 -1.865
H 3.543 -1.574 -2.894
H 2.956 -1.956 0.315
H 3.815 -0.319 -0.344
H 0.912 -0.543 0.061
H 1.816 0.592 -1.229
H -0.185 -0.575 -2.305
H 1.408 -1.188 -3.104
H 0.508 -3.512 -2.832
H 1.252 -3.248 -1.117
H -2.332 -0.788 -1.998
H -3.430 -1.607 -0.706
H -5.529 -1.365 -1.805
H -4.881 -1.317 -3.581
H -5.746 1.001 -3.081
H -5.021 1.047 -1.318
H -2.658 1.546 -2.261
H -3.024 0.921 -4.005
H -5.061 3.112 -3.600
H -3.283 3.362 -4.407
H -4.085 5.101 -2.370
H -2.340 4.331 -2.165
H -3.259 2.645 -0.305
H -5.039 3.189 -0.662
H -4.800 5.082 0.872
H -3.368 5.788 -0.133
H -2.933 3.511 2.221
H -2.523 5.400 2.303
H -1.610 4.234 1.082
H -3.663 -2.745 -4.704
H -2.453 -4.167 -4.451
H -0.443 -2.477 -4.499
H -1.577 -0.926 -4.035
H -1.302 0.514 -5.757
H -7.349 -3.273 -0.911
H -8.721 -2.239 1.238
H -7.348 -1.785 3.688
H -4.598 -2.388 3.902
H -3.146 -3.589 1.639
C 5.570 3.279 8.525
C 5.500 2.010 7.949
C 4.772 1.814 6.774
C 4.118 2.902 6.179
C 4.180 4.176 6.760
C 4.909 4.359 7.937
N 3.372 2.708 4.930
O 3.325 1.562 4.458
O 2.836 3.701 4.417
H 6.144 3.428 9.438
H 6.017 1.173 8.414
H 4.728 0.819 6.337
H 3.673 5.028 6.312
H 4.966 5.344 8.394
*
```

Values from the calculation:
SMILES string: CCCCCCCCCCCC(=O)O[C@@](CCCCCCCCC)(CCOC=O)OC(=O)c1ccccc1.O=[N+]([O-])c1ccccc1
HOMO-LUMO gap: 7.93 eV
LUMO energy: -0.8 eV


Density functional theory data (ωB97M-V/def2-TZVPD) for C16H46N3O9Zn as an isolated structure in a non-equilibrium geometry.

Geometry as ORCA input:
```
! RIJCOSX wB97M-V def2-TZVPD def2/J DEFGRID3
* xyz 1 1
Zn -5.973 8.134 15.249
O -6.522 3.111 17.683
C -6.542 4.236 17.054
O -5.935 4.405 15.990
O -7.118 5.274 17.391
H -5.955 2.578 17.120
C -4.844 12.899 17.943
C -4.487 11.686 17.075
C -3.377 10.749 17.586
O -3.321 9.610 16.705
C -2.232 8.745 17.047
N -5.765 10.938 16.966
H -5.220 12.599 18.921
H -5.524 13.543 17.386
H -3.984 13.536 18.148
H -4.160 12.014 16.088
H -3.760 10.385 18.539
H -2.442 11.301 17.681
H -2.553 8.255 17.967
H -1.327 9.338 17.177
H -2.068 8.033 16.239
H -6.308 11.515 16.339
H -6.273 11.093 17.825
C -4.519 5.409 24.203
C -4.936 3.938 24.347
C -6.441 3.686 24.447
O -6.927 4.304 25.618
C -8.410 4.252 25.698
N -4.447 3.160 23.215
H -3.447 5.575 24.096
H -4.709 5.867 25.174
H -4.983 5.920 23.360
H -4.426 3.661 25.270
H -6.808 2.659 24.458
H -6.894 4.159 23.576
H -8.642 4.589 26.708
H -8.704 3.207 25.604
H -8.971 4.924 25.049
H -4.601 2.190 23.450
H -5.190 3.311 22.547
C -5.997 -1.151 12.046
C -5.173 -2.265 12.688
C -4.970 -2.302 14.196
O -4.574 -1.071 14.846
C -3.216 -0.681 14.531
N -5.697 -3.565 12.219
H -5.639 -0.179 12.384
H -6.966 -1.090 12.540
H -6.079 -1.159 10.959
H -4.158 -2.155 12.307
H -4.303 -3.141 14.394
H -5.921 -2.634 14.612
H -2.854 0.095 15.206
H -3.105 -0.338 13.502
H -2.523 -1.515 14.646
H -5.017 -4.312 12.239
H -5.999 -3.527 11.256
C -10.507 10.280 21.475
O -9.649 11.315 21.082
H -10.241 9.313 21.047
H -10.567 10.189 22.559
H -11.549 10.404 21.180
H -10.092 12.166 21.096
C -10.708 1.841 20.986
O -10.629 3.160 20.545
H -11.623 1.342 20.668
H -9.892 1.277 20.534
H -10.608 1.884 22.070
H -9.801 3.310 20.082
C -11.513 3.079 13.921
O -12.578 2.404 13.461
H -11.888 3.945 14.466
H -10.831 2.545 14.583
H -10.913 3.437 13.084
H -12.940 2.966 12.771
*
```

Values from the calculation:
HOMO-LUMO gap: 1.65 eV
LUMO energy: -8.9 eV
ΔE to the lowest compared entry with this formula, charge and spin: 1023.1 kJ/mol


Density functional theory data (ωB97M-V/def2-TZVPD) for C3H3AgMgO3 as an isolated structure in a non-equilibrium geometry.

Geometry as ORCA input:
```
! RIJCOSX wB97M-V def2-TZVPD def2/J DEFGRID3
* xyz 1 2
O 0.835 0.696 0.204
C 1.017 -0.572 -0.452
C -0.100 -0.840 -1.249
O -1.110 -0.212 0.549
C -0.418 0.851 0.649
O -0.893 2.001 0.711
Mg -0.955 3.420 2.063
H 2.031 -0.973 -0.524
H -0.331 -1.812 -1.690
H -0.444 -0.117 -1.992
Ag 0.367 -2.441 1.731
*
```

Values from the calculation:
HOMO-LUMO gap (alpha / beta): 2.59 / 3.09 eV
LUMO energy (alpha / beta): -6.5 / -7.1 eV
ΔE to the lowest compared entry with this formula, charge and spin: 201.9 kJ/mol


Density functional theory data (ωB97M-V/def2-TZVPD) for a 4-piece molecular cluster, Cl3NO15 overall in a non-equilibrium geometry.

Geometry as ORCA input:
```
! RIJCOSX wB97M-V def2-TZVPD def2/J DEFGRID3
* xyz -4 1
N -0.554 -6.747 3.084
O -1.142 -5.944 2.341
O -0.713 -7.871 3.079
O -0.242 -6.160 4.034
Cl -3.811 4.702 1.041
O -5.193 4.201 1.462
O -3.370 4.206 -0.292
O -4.045 6.158 0.959
O -2.722 4.486 1.984
Cl 2.539 0.065 2.170
O 3.136 0.836 1.079
O 3.571 -0.984 2.455
O 2.138 0.747 3.396
O 1.262 -0.526 1.705
Cl 1.847 0.469 -5.699
O 1.408 1.837 -5.677
O 1.975 -0.133 -7.020
O 3.174 0.753 -5.127
O 0.740 -0.094 -4.975
*
```

Values from the calculation:
HOMO-LUMO gap: 6.91 eV
LUMO energy: 8.3 eV
ΔE to the lowest compared entry with this formula, charge and spin: 0.0 kJ/mol


no.,calculated total energy (a.u.)
1,-553.8894
2,-1034.0069
3,-2137.8893
4,-3257.3359
5,-688.4367
6,-2562.8532